# 1
Computed, not measured: C4H2BaO2 as an isolated structure at a distorted geometry, with wB97M-V/def2-TZVPD.

```
9
Properties=species:S:1:pos:R:3:forces:R:3:mulliken_spin:R:1
O -2.574 -0.003 -0.289 0.43 -0.03 0.48 0.069
H -3.064 0.811 -0.457 -0.12 -0.11 0.15 -0.004
C -1.408 0.294 0.311 -2.04 -1.45 -0.40 0.243
C -0.509 -0.699 0.551 -0.09 -0.11 -1.08 -0.015
C 0.595 -1.192 0.164 0.29 1.10 0.80 0.254
C 1.862 -0.648 -0.110 0.16 -1.44 0.30 0.265
O 1.972 0.622 -0.113 2.21 -1.12 -0.52 0.150
Ba 0.362 2.071 0.182 -0.50 3.06 0.48 0.021
H 2.765 -1.256 -0.240 -0.35 0.10 -0.21 0.019
```
Forces are in eV/Å.

Computed properties:
Lowest unoccupied orbital energy (spin up / spin down) (eV): -4.3 / -5.1
E_tot (Eh): -329.20475
HOMO energy (spin up / spin down) (Ha): -0.426 / -0.475
Spin multiplicity: 2
⟨S²⟩: 0.7672
Relative energy (zero: lowest compared OMol25 entry of this formula, charge and spin) (kcal/mol): 0.0
Total charge: +1
Maximum force (eV Å⁻¹): 3.13

***

# 2
Computed, not measured: one molecule with the formula C4H2Br2Cl2F2N2 at a distorted geometry, with wB97M-V/def2-TZVPD.

```
14
Properties=species:S:1:pos:R:3:forces:R:3:mulliken_charge:R:1
F 2.786 1.764 1.801 -0.08 -0.88 -1.44 -0.276
C 2.128 1.121 0.753 -2.64 3.48 1.62 0.642
C 0.949 1.750 0.374 0.81 0.34 0.79 0.055
Cl 0.634 3.335 1.078 0.09 -0.93 -0.49 -0.153
C -0.102 1.272 -0.638 2.42 -2.06 -2.86 0.381
F -1.082 2.133 -0.998 -0.10 0.50 0.98 -0.273
N -0.688 -0.056 -0.433 -0.14 1.04 1.43 -0.410
C -0.940 -0.550 0.700 -1.14 -2.39 -1.59 -0.014
Cl -0.683 -0.036 2.339 0.00 0.14 -0.38 -0.105
N 2.515 -0.092 0.376 1.36 -2.23 -0.87 -0.369
Br 3.269 -1.163 1.815 -0.49 0.73 -0.99 0.042
Br 3.730 -0.089 -1.213 -0.56 0.07 1.04 -0.002
H 0.458 1.080 -1.646 -0.45 0.52 1.72 0.134
H -1.461 -1.577 0.571 0.92 1.65 1.02 0.349
```
Forces are in eV/Å.

Computed properties:
Lowest unoccupied orbital energy (eV): -1.8
E_tot (Eh): -6531.13321
Structure (SMILES): F/C(=C(\Cl)[C@H](F)/N=C\Cl)N(Br)Br
HOMO energy (Ha): -0.344
Spin multiplicity: 1
Relative energy (zero: lowest compared OMol25 entry of this formula, charge and spin) (kcal/mol): 10.5
Total charge: 0
Maximum force (eV Å⁻¹): 4.66

***

# 3
Computed, not measured: C4H2Br2F2 as an isolated structure at a distorted geometry, with wB97M-V/def2-TZVPD.

```
10
Properties=species:S:1:pos:R:3:forces:R:3:mulliken_charge:R:1
C -2.108 -1.230 -0.184 6.48 6.14 2.32 0.161
C -1.280 -0.401 0.178 -1.01 -1.35 -0.84 -0.634
C -0.266 0.612 0.472 3.52 -2.60 0.56 -0.421
C 1.449 0.162 -0.238 -3.48 1.68 0.27 0.430
F 2.261 0.976 0.471 -0.10 -0.70 -0.68 -0.182
F 1.418 0.548 -1.534 0.54 -0.23 0.86 -0.174
Br -0.735 2.293 -0.247 0.07 0.37 0.22 -0.052
Br 1.916 -1.682 -0.116 -0.02 0.26 0.18 -0.076
H -2.810 -1.849 -0.353 -4.58 -4.18 -1.28 0.591
H 0.154 0.570 1.551 -1.42 0.61 -1.62 0.356
```
Forces are in eV/Å.

Computed properties:
Lowest unoccupied orbital energy (eV): 0.4
E_tot (Eh): -5501.25400
HOMO energy (Ha): -0.367
Spin multiplicity: 1
Relative energy (zero: lowest compared OMol25 entry of this formula, charge and spin) (kcal/mol): 40.5
Total charge: 0
Maximum force (eV Å⁻¹): 9.22

***

# 4
Computed, not measured: a 2-piece molecular cluster, C4H2BrNO overall at a distorted geometry, with wB97M-V/def2-TZVPD.

```
9
Properties=species:S:1:pos:R:3:forces:R:3:mulliken_charge:R:1
C 0.607 -1.223 0.446 0.93 -0.31 -0.48 0.636
C 1.320 -0.265 -0.199 -3.11 1.70 2.71 -0.788
C -0.787 1.400 -0.097 2.11 3.86 -1.11 1.012
C -1.523 0.398 -0.317 0.45 -0.54 -0.51 -0.609
N -0.015 -2.032 0.967 -1.09 -1.70 1.14 -0.463
O -0.167 2.448 -0.198 -1.64 -2.51 0.90 -0.535
Br -2.559 -0.942 0.092 0.03 -0.37 0.33 0.100
H 1.291 0.661 0.356 0.84 0.23 -0.36 0.342
H 1.832 -0.444 -1.050 1.50 -0.35 -2.61 0.304
```
Forces are in eV/Å.

Computed properties:
Lowest unoccupied orbital energy (spin up / spin down) (eV): -3.0 / -3.0
E_tot (Eh): -2857.40986
HOMO energy (spin up / spin down) (Ha): -0.328 / -0.328
Spin multiplicity: 1
Relative energy (zero: lowest compared OMol25 entry of this formula, charge and spin) (kcal/mol): 102.0
Total charge: 0
Maximum force (eV Å⁻¹): 4.54

***

# 5
Computed, not measured: C4H2BrNS as an isolated structure at a distorted geometry, with wB97M-V/def2-TZVPD.

```
9
Properties=species:S:1:pos:R:3:forces:R:3:mulliken_charge:R:1
C 0.079 -1.108 0.272 -0.92 3.27 -2.08 -0.138
C -0.209 0.372 -0.954 1.26 -2.90 1.70 0.193
C 0.674 0.748 -2.003 -0.80 -0.46 0.71 0.172
C 0.870 1.724 -1.041 1.02 0.28 -0.29 -0.323
N -0.420 1.636 -0.426 -1.24 0.23 0.12 -0.218
S -0.206 -0.885 1.807 0.11 -0.03 -0.15 -0.194
Br 1.580 -0.171 -3.313 0.07 0.11 0.10 -0.086
H 0.407 -1.987 -0.250 0.14 -0.31 -0.17 0.319
H -0.509 1.753 0.578 0.36 -0.19 0.06 0.275
```
Forces are in eV/Å.

Computed properties:
Lowest unoccupied orbital energy (eV): -1.1
E_tot (Eh): -3180.33904
HOMO energy (Ha): -0.318
Spin multiplicity: 1
Relative energy (zero: lowest compared OMol25 entry of this formula, charge and spin) (kcal/mol): 91.8
Total charge: 0
Maximum force (eV Å⁻¹): 3.99

***

# 6
Computed, not measured: one molecule with the formula C4H2Cl2 at a distorted geometry, with wB97M-V/def2-TZVPD.

```
8
Properties=species:S:1:pos:R:3:forces:R:3:mulliken_charge:R:1
C -2.736 -0.732 -0.260 -1.35 -0.54 0.01 -0.440
C -1.615 -0.158 -0.255 1.54 -0.13 0.92 0.080
C -0.354 0.217 -0.383 -1.19 1.93 -3.36 -0.130
C 0.796 0.018 0.504 1.31 -1.63 0.12 0.156
Cl 1.612 1.577 0.793 -0.57 -0.68 0.35 -0.115
Cl 2.005 -1.091 -0.374 -0.72 0.63 0.14 -0.152
H -0.277 0.834 -1.392 0.88 -1.15 2.18 0.261
H 0.569 -0.665 1.367 0.10 1.57 -0.37 0.340
```
Forces are in eV/Å.

Computed properties:
Lowest unoccupied orbital energy (eV): -2.3
E_tot (Eh): -1073.80754
HOMO energy (Ha): -0.388
Spin multiplicity: 1
Relative energy (zero: lowest compared OMol25 entry of this formula, charge and spin) (kcal/mol): 66.0
Total charge: 0
Maximum force (eV Å⁻¹): 4.05

***

# 7
Computed, not measured: C4H2Cl2IN as an isolated structure at a distorted geometry, with wB97M-V/def2-TZVPD.

```
10
Properties=species:S:1:pos:R:3:forces:R:3:mulliken_charge:R:1
C -0.473 0.526 0.007 -0.14 0.34 0.14 -0.408
C 0.835 0.651 -0.501 0.87 0.78 -0.49 0.212
C -1.203 -0.389 0.821 -0.73 -0.58 -0.52 0.371
C -1.555 -1.630 0.448 0.41 0.79 0.86 -0.086
N 1.862 -0.128 -0.362 -0.99 -1.00 0.74 -0.558
Cl -2.279 0.372 1.977 0.03 0.05 0.11 -0.188
Cl -0.734 -2.876 -0.197 0.43 -0.60 -0.56 -0.039
I 3.682 0.464 -0.956 -0.01 0.25 -0.21 0.130
H -1.085 1.390 -0.238 0.08 0.05 0.05 0.256
H 0.950 1.619 -1.000 0.07 -0.07 -0.12 0.310
```
Forces are in eV/Å.

Computed properties:
Lowest unoccupied orbital energy (spin up / spin down) (eV): -1.8 / -1.4
E_tot (Eh): -1426.26299
HOMO energy (spin up / spin down) (Ha): -0.337 / -0.315
Spin multiplicity: 1
Relative energy (zero: lowest compared OMol25 entry of this formula, charge and spin) (kcal/mol): 88.6
Total charge: 0
Maximum force (eV Å⁻¹): 1.59

***

# 8
Computed, not measured: one molecule with the formula C4H2Cl2N2 at a distorted geometry, with wB97M-V/def2-TZVPD.

```
10
Properties=species:S:1:pos:R:3:forces:R:3:mulliken_charge:R:1
Cl -0.523 2.459 1.316 -0.32 0.91 0.68 -0.174
C -0.168 0.939 0.652 -1.36 0.03 -1.12 0.710
C -1.033 0.491 -0.383 -0.19 -0.08 0.21 -0.305
C -0.529 -0.630 -1.064 0.67 1.71 1.73 -0.199
N 0.646 -1.165 -0.666 0.20 -0.79 -0.51 -0.519
C 1.287 -0.726 0.406 -2.70 0.28 -0.34 0.387
Cl 2.497 -1.712 1.082 0.48 0.04 -0.07 -0.133
N 0.881 0.340 1.115 1.42 -0.65 -0.25 -0.480
H -2.026 1.040 -0.537 1.78 -1.07 -0.07 0.295
H -1.032 -1.034 -1.921 0.01 -0.38 -0.26 0.417
```
Forces are in eV/Å.

Computed properties:
Lowest unoccupied orbital energy (eV): 0.2
E_tot (Eh): -1183.51672
Structure (SMILES): Clc1ccnc(Cl)n1
HOMO energy (Ha): -0.371
Spin multiplicity: 1
Relative energy (zero: lowest compared OMol25 entry of this formula, charge and spin) (kcal/mol): 0.0
Total charge: 0
Maximum force (eV Å⁻¹): 2.73

***

# 9
Computed, not measured: a 2-piece molecular cluster, C4H2Cl2N2O overall at a distorted geometry, with wB97M-V/def2-TZVPD.

```
11
Properties=species:S:1:pos:R:3:forces:R:3:mulliken_charge:R:1
C 1.158 -1.179 0.552 -0.65 0.61 1.00 0.534
C 1.635 1.819 -3.249 -0.44 -0.77 0.20 -0.002
C 0.225 -0.915 -0.444 2.96 0.44 -2.14 -0.561
C 1.194 2.283 -1.888 0.54 1.68 -2.97 0.700
N 1.835 -1.210 1.499 -0.03 -0.25 -0.62 -0.320
N 1.931 1.389 -4.275 -0.11 0.22 0.41 -0.323
O 0.977 1.458 -0.976 0.32 -0.36 1.56 -0.373
Cl -0.099 3.550 -2.288 0.56 -0.54 0.62 -0.152
Cl 2.870 3.229 -1.503 -0.86 -0.27 0.59 -0.114
H -0.796 -1.088 -0.408 -1.65 -0.24 0.52 0.376
H 0.679 -0.647 -1.425 -0.63 -0.52 0.81 0.233
```
Forces are in eV/Å.

Computed properties:
Lowest unoccupied orbital energy (spin up / spin down) (eV): -2.6 / -5.1
E_tot (Eh): -1258.55538
HOMO energy (spin up / spin down) (Ha): -0.428 / -0.373
Spin multiplicity: 1
Relative energy (zero: lowest compared OMol25 entry of this formula, charge and spin) (kcal/mol): 109.1
Total charge: 0
Maximum force (eV Å⁻¹): 3.67